Below is a molecular structure, C38H46BaOP2Si, with properties calculated with ωB97M-V/def2-TZVPD.

Geometry as XYZ:
```
89
Properties=species:S:1:pos:R:3:forces:R:3:lowdin_charge:R:1
Ba -3.905878 -0.096337 0.257312 -0.6870 -0.8217 0.4784 1.610
C -3.129393 -3.917210 3.396551 1.2730 -0.3101 1.1669 -0.081
C -1.925516 -3.313127 3.546368 -1.7970 0.3788 -1.0966 -0.101
C -0.686129 -3.607237 2.755350 0.8587 0.5761 0.2404 -0.197
C -0.665895 -3.159062 1.262253 0.4061 -0.3889 0.2370 -0.189
C -1.573573 -3.913004 0.333603 -1.0925 -0.3355 -0.0762 -0.108
C -2.334441 -4.995841 0.604449 0.4043 0.9487 -0.3929 -0.092
C -2.353033 -5.866918 1.834058 -0.1986 -0.4851 -0.1784 -0.207
C -3.279345 -5.351364 2.948314 -0.1320 -0.3540 -0.1151 -0.188
C -4.593225 -1.285855 -1.954782 0.1114 0.2990 0.0131 -0.482
H -4.012546 -3.512827 3.904644 0.4505 0.0079 -0.1362 0.086
H -1.881788 -2.394208 4.130448 -0.1646 0.0172 -0.1461 0.091
H -0.418803 -4.662341 2.810594 0.2287 0.2846 0.0124 0.094
H 0.106698 -3.017723 3.250676 0.0078 -0.4923 -0.2179 0.105
H -0.850210 -2.073916 1.145267 -0.2461 -0.3484 0.2796 0.071
H 0.375838 -3.246650 0.912664 -0.1364 -0.1107 0.0651 0.114
H -1.703153 -3.439281 -0.656480 -0.0417 -0.2987 0.5004 0.102
H -3.102453 -5.274480 -0.128960 0.5346 0.1006 0.0188 0.106
H -1.364083 -6.127053 2.224042 -0.1940 0.2150 -0.2332 0.097
H -2.780297 -6.822266 1.490834 0.1611 0.1262 0.2552 0.110
H -4.303022 -5.546968 2.614164 0.0344 0.1502 0.2494 0.086
H -3.103201 -5.996038 3.842421 -0.2924 0.4095 -0.4566 0.127
H -5.695772 -1.295945 -2.045380 0.4143 -0.0825 -0.0708 -0.068
H -4.215763 -2.319095 -1.927756 -0.1608 0.0845 -0.1085 -0.081
H -4.152984 -0.773307 -2.819984 -0.1516 -0.1901 -0.2442 -0.094
P 2.588328 3.652420 0.205030 0.1369 0.5090 0.1651 0.993
P 2.798277 2.653574 -2.763684 1.0730 0.4543 -0.9882 0.999
C 3.910424 2.492944 -0.252278 0.2459 -0.6553 -1.0993 -0.340
C 4.082900 2.172108 -1.558900 0.0330 0.3303 1.1902 -0.354
C 3.635450 4.888973 1.118331 -0.1719 0.2973 0.0676 -0.382
C 4.888588 4.599776 1.675529 0.0111 0.5189 0.2924 -0.098
C 5.606404 5.580464 2.375543 -0.3266 -0.0098 -0.2477 -0.079
C 5.085245 6.874008 2.490209 -0.0024 -0.3120 -0.0292 -0.091
C 3.864417 7.191540 1.890443 -0.0343 -0.0918 -0.0412 -0.089
C 3.146220 6.213619 1.196543 0.6653 -0.5165 0.3718 -0.107
C 1.767554 2.646199 1.497982 0.2893 0.1843 0.2360 -0.383
C 1.027158 1.538322 1.041479 0.2097 0.3555 0.5988 -0.105
C 0.392392 0.717406 1.970782 0.1311 0.1343 -0.0097 -0.095
C 0.512802 0.976600 3.342574 0.0233 0.1276 -0.2030 -0.086
C 1.245019 2.086680 3.777163 -0.1514 -0.0786 0.1100 -0.084
C 1.864056 2.944558 2.863955 -0.3395 -0.6070 -0.1718 -0.080
C 4.058486 3.166355 -4.087914 -0.1851 0.0394 -0.1293 -0.354
C 4.851464 4.303202 -3.834943 0.0651 -0.2498 -0.1062 -0.114
C 5.866166 4.685054 -4.719793 -0.2492 -0.3427 -0.0266 -0.089
C 6.088028 3.929763 -5.880105 -0.1337 0.0535 0.0353 -0.099
C 5.282970 2.823805 -6.170383 -0.1117 0.2470 0.3305 -0.085
C 4.258136 2.461268 -5.283385 0.2897 0.0354 0.0614 -0.090
C 2.341760 1.000372 -3.382231 -0.3984 -0.0088 0.1321 -0.428
C 1.194026 0.956546 -4.198856 0.6053 -0.4020 0.0826 -0.120
C 0.825674 -0.248927 -4.788946 0.0648 -0.1860 -0.0387 -0.087
C 1.565021 -1.414677 -4.546776 0.0990 0.2370 0.2355 -0.083
C 2.658334 -1.372025 -3.674713 -0.0971 0.1338 0.0453 -0.081
C 3.037713 -0.171021 -3.066763 -0.2827 -0.1454 -0.5617 -0.091
H 4.545182 2.085524 0.546649 0.0036 0.1825 -0.4941 0.073
H 4.972400 1.641811 -1.941227 -0.4776 0.0666 0.4451 0.087
H 5.330481 3.616031 1.568123 -0.1041 0.0938 0.1205 0.084
H 6.568899 5.323496 2.826666 -0.3307 0.1450 -0.1728 0.105
H 5.638020 7.627848 3.048347 -0.1351 -0.1152 -0.1551 0.102
H 3.466915 8.207742 1.965507 0.1531 -0.3587 -0.0498 0.105
H 2.213632 6.463297 0.711491 -0.1155 0.0100 0.0064 0.091
H 0.990335 1.330343 -0.030222 -0.0851 -0.0017 0.2608 0.098
H -0.178795 -0.138997 1.615100 0.1502 0.0876 0.1839 0.067
H 0.033624 0.305429 4.060986 0.1851 0.2944 -0.2033 0.102
H 1.336489 2.286505 4.845923 -0.0511 -0.0701 -0.2689 0.105
H 2.427320 3.814640 3.213278 -0.1788 -0.3414 -0.1713 0.104
H 4.692801 4.871866 -2.916309 0.0403 -0.0994 -0.2087 0.099
H 6.488881 5.558531 -4.497739 -0.2719 -0.3623 -0.1077 0.104
H 6.881748 4.220630 -6.568999 -0.1825 -0.0982 0.1830 0.099
H 5.453388 2.234838 -7.078066 -0.0878 0.2768 0.3571 0.104
H 3.639382 1.594668 -5.515772 0.1419 0.1775 0.0754 0.095
H 0.627551 1.871747 -4.386652 0.1652 -0.2707 0.0292 0.101
H -0.035011 -0.279866 -5.452752 0.1081 -0.0482 0.1299 0.104
H 1.280129 -2.359039 -5.015017 0.0697 0.3292 0.1206 0.104
H 3.237623 -2.269375 -3.463843 -0.2102 0.0976 -0.0696 0.103
H 3.887147 -0.149498 -2.381972 -0.2890 -0.0530 -0.2919 0.091
C -8.456515 -2.173216 1.009413 0.2364 0.1423 -0.0859 -0.191
Si -6.675418 -2.614522 1.569071 -0.5791 -0.2195 0.0779 0.231
C -6.948877 -3.033343 3.412931 0.2180 0.1217 0.0502 -0.186
C -6.352345 -4.289065 0.762035 0.0887 -0.1858 -0.1289 -0.171
O -5.535914 -1.496537 1.256023 -0.1473 0.0229 0.2573 -0.777
H -9.189757 -2.849244 1.486967 0.3547 0.2264 -0.1669 0.024
H -8.578347 -2.270486 -0.081678 0.0404 0.1206 0.2967 0.021
H -8.716252 -1.143679 1.299527 -0.0034 -0.2196 -0.1130 0.017
H -7.886636 -3.598061 3.549021 0.3039 0.1607 -0.1583 0.027
H -6.137229 -3.647805 3.830442 -0.1895 0.1755 -0.0567 -0.003
H -7.031669 -2.121015 4.018083 0.0452 -0.1355 -0.0307 0.022
H -6.342779 -4.223146 -0.330193 0.0366 0.0739 0.0296 0.028
H -5.398386 -4.731315 1.069003 -0.0794 0.1192 -0.0555 -0.011
H -7.143064 -5.007588 1.029289 0.1279 0.2226 0.0198 0.035
```
Forces are in eV/Å.

As for the spin multiplicity: 1. The value obtained for the molar mass is 746.1 u. The value obtained for the HOMO-LUMO gap is 6.18 eV. The calculation puts the energy relative to the best compared isomer or geometry (same formula, charge and spin) at 0.000 eV.

=====

Below is C6H9NO in the gas phase, with properties calculated with ωB97M-V/def2-TZVPD.

Geometry as XYZ:
```
17
Properties=species:S:1:pos:R:3:forces:R:3:lowdin_charge:R:1
C -1.198151 1.270167 0.230633 -1.0351 0.1046 -0.7016 -0.147
C 0.969788 0.315926 0.313877 -0.4112 -0.6610 -0.3326 -0.289
C 2.042693 -0.665856 0.007763 -1.0226 -0.5912 0.3685 -0.020
C 0.579843 -1.060861 -0.342446 1.8578 0.1794 -0.9910 -0.143
C -0.703325 -1.102969 0.368450 0.3376 0.3906 1.6319 -0.314
C -1.523131 -0.093138 -0.356793 0.3424 0.5312 0.2290 -0.249
H -1.743951 2.096919 -0.242077 0.0598 -0.1606 0.2281 0.117
H -1.325349 1.320476 1.302666 0.0396 0.0632 0.2719 0.121
H 0.254914 1.483781 -1.171616 0.1573 0.2265 0.3184 0.121
H 0.721358 0.160586 1.367904 0.4777 0.6668 -0.2413 0.128
H 2.506674 -1.051903 0.900571 0.3464 -0.0873 0.0233 0.095
H 2.661695 -0.637743 -0.859936 0.3431 0.1380 -0.4377 0.093
H 0.421323 -1.032351 -1.442469 0.4624 0.2193 0.8639 0.140
H -0.545078 -0.966590 1.472273 -0.7620 -0.3912 -0.9823 0.160
H -1.339033 -0.122894 -1.428275 -0.1402 0.3405 0.0008 0.138
N 0.223820 1.449026 -0.150382 0.9087 0.5874 -0.4091 -0.006
O -2.004083 -1.362569 0.029856 -1.9617 -1.5563 0.1599 0.056
```
Forces are in eV/Å.

As for the spin multiplicity: 1. The value obtained for the molar mass is 111.1 u. The SMILES is C1N[C@@H]2C[C@H]2[C@@H]2O[C@@H]12. The value obtained for the HOMO-LUMO gap is 8.73 eV. The calculation puts the energy relative to the best compared isomer or geometry (same formula, charge and spin) at 6.253 eV.